No. 1
Molecular formula: C36H61F5N22O14S2
Method: DFT, ωB97M-V/def2-TZVPD

The total charge is 0. The value obtained for the calculated total energy is -4961.999892 hartree. The LUMO energy is -0.8 eV. The value obtained for the gap between HOMO and LUMO is 7.3 eV.

Each line ends with the Löwdin charge.
CARTESIAN COORDINATES (ANGSTROEM)
S: 2.2147 5.8646 0.6663  0.87
S: -1.3130 2.4937 -2.6679  0.81
F: 0.5375 2.5865 -5.5457  0.10
F: -0.9682 0.2990 -4.3564  0.04
F: 1.7262 2.7692 -3.5581  0.09
F: 0.4028 0.4676 -2.5126  0.04
F: 1.8997 0.9131 -4.8491  0.09
O: 6.8062 -3.8761 7.3279  0.01
O: 6.6180 6.6318 -0.7680  0.00
O: -3.4334 0.8662 -8.2637  0.01
O: -2.5536 -7.8953 -4.6115  0.01
O: -8.7271 2.8017 -5.1497  0.00
O: -1.2524 3.7604 -3.5107  -0.35
O: 5.5254 0.6471 0.4334  0.03
O: 6.5479 1.4549 2.3207  -0.07
O: 4.1424 -6.6918 7.8832  0.01
O: -7.7230 -2.3789 -6.2168  0.01
O: 4.4144 -2.6916 4.5585  -0.02
O: -2.7634 2.1189 -2.5579  -0.32
O: -10.2078 -0.5135 -1.6459  0.01
O: -3.5451 -2.7934 -3.2248  0.00
N: 5.3050 -8.5543 8.4411  0.14
N: 7.2099 -3.0416 9.3930  0.16
N: 7.7575 5.9677 -2.6053  0.16
N: -8.3546 2.6171 -2.9230  0.15
N: -3.2676 -1.3863 -4.9782  0.16
N: 3.3003 -4.2779 3.3858  0.15
N: 7.2105 -1.6656 7.5736  0.17
N: -3.5537 -6.4058 -5.9931  0.15
N: -7.8832 -0.3427 -7.1922  0.17
N: 0.0256 -0.5072 5.5764  0.03
N: 6.3912 -6.5801 8.0593  0.16
N: 4.3825 -4.8235 5.3176  0.18
N: 1.5763 3.7736 2.9074  -0.02
N: -9.1802 0.8482 -4.1015  0.17
N: -3.0337 1.6364 -6.1756  0.17
N: -5.2232 -2.5286 -4.7227  0.17
N: -11.0847 0.0273 0.3685  0.15
N: -9.7636 -1.4650 -6.5644  0.15
N: -12.1351 0.6676 -1.5538  0.16
N: 5.9936 7.4025 -2.8015  0.15
N: -3.0055 3.0676 -7.9525  0.15
N: -3.1926 -5.8812 -3.8019  0.16
C: 0.3797 4.1122 -0.9712  -0.01
C: 0.8299 -0.8404 0.3683  -0.02
C: 3.9801 3.2434 3.6959  0.05
C: -0.5781 -0.8319 0.2578  -0.14
C: -1.2689 0.7876 3.6142  -0.01
C: -3.1741 1.7968 -7.5125  -0.69
C: -0.2432 1.2334 -3.5479  -0.29
C: 5.9969 0.3766 1.5789  -0.39
C: -11.0860 0.0257 -0.9863  -0.69
C: -1.4977 0.4785 0.0838  -0.14
C: -0.0086 1.2589 2.8602  -0.12
C: 5.0648 5.4025 1.5668  -0.02
C: -3.0661 -6.7990 -4.7892  -0.71
C: 1.0907 4.3991 0.3686  -0.37
C: 5.2110 -7.2403 8.1133  -0.70
C: -8.4117 -1.4559 -6.6309  -0.70
C: 0.0472 2.1401 1.5489  -0.02
C: 1.2703 0.7531 3.5601  -0.02
C: 6.7793 6.6652 -1.9798  -0.68
C: 7.0595 -2.9218 8.0523  -0.66
C: -3.9848 -2.2707 -4.2425  -0.69
C: 1.1571 -0.0518 4.8425  -0.13
C: 6.4804 2.6531 4.4797  -0.12
C: 6.0307 4.5933 2.5121  0.00
C: -0.4928 2.8026 -1.0253  -0.17
C: 5.5182 3.5394 3.5230  -0.16
C: 3.5600 5.0804 1.7069  -0.38
C: 5.9538 -1.1519 2.0344  -0.01
C: 0.9675 1.8960 -4.3973  -0.33
C: 3.0270 4.0365 2.7642  -0.20
C: -1.1230 -0.0545 4.8701  -0.14
C: 6.5634 1.1928 3.7488  -0.19
C: 0.9202 3.4527 1.6231  -0.12
C: 4.0562 -3.8576 4.4306  -0.68
C: -8.7527 2.1315 -4.1249  -0.70
C: -0.6404 1.8219 0.1987  -0.08
H: -10.1976 -2.2755 -6.1529  0.11
H: 7.9068 5.9811 -3.5977  0.10
H: -3.9778 -5.5109 -6.1595  0.09
H: 6.1720 -9.0219 8.6330  0.09
H: -10.3198 -0.4406 0.8273  0.11
H: -8.0288 3.5694 -2.8978  0.10
H: -2.1179 -0.3958 5.3502  0.11
H: -9.4852 0.4513 -4.9764  0.07
H: 6.3562 -5.5968 7.8152  0.04
H: -6.8793 -0.2947 -7.2610  0.11
H: 4.0990 -5.7825 5.2308  0.10
H: 0.4788 4.8114 -1.8706  0.11
H: 5.4273 6.1635 0.7986  0.06
H: 2.1646 -0.3589 5.3201  0.11
H: 1.1440 4.6679 3.2116  0.13
H: 7.5257 3.0976 4.5772  0.11
H: 1.3540 -1.8594 0.4391  0.06
H: -12.8654 1.1161 -1.0314  0.10
H: -3.1499 0.7103 -5.8094  0.05
H: 5.6165 0.6063 4.0663  0.12
H: 3.6226 2.4617 4.4466  0.10
H: -8.3680 2.0834 -2.0724  0.09
H: 4.4461 -9.0776 8.4907  0.10
H: -2.3047 1.0706 3.2263  0.10
H: 5.4003 -1.7478 1.2138  0.10
H: 2.2956 0.9866 3.1133  0.09
H: -3.4787 -7.0603 -6.7542  0.10
H: -3.6097 -0.9470 -5.8139  0.08
H: 1.5015 0.0786 0.4473  0.07
H: -2.8224 2.3864 -5.5401  0.09
H: -1.1281 -1.8423 0.2723  0.11
H: 7.4180 -0.8694 8.1483  0.10
H: -11.7948 0.4635 0.9279  0.10
H: 8.3625 5.4069 -2.0275  0.11
H: 7.2809 -7.0069 8.2434  0.10
H: -10.3450 -0.7175 -6.8985  0.10
H: 4.9446 -4.5495 6.1094  0.07
H: 7.1607 4.7633 2.4490  0.10
H: -1.9871 0.3759 -0.9589  0.11
H: -2.7928 3.8436 -7.3521  0.10
H: -5.7907 -3.1801 -4.2052  0.11
H: -2.2587 0.4797 0.9347  0.11
H: -8.4316 0.4248 -7.5373  0.10
H: 7.1040 -3.9629 9.7867  0.11
H: -5.6005 -2.1098 -5.5550  0.07
H: 7.4173 -2.2722 10.0032  0.10
H: 5.2542 7.9354 -2.3732  0.11
H: 3.0360 -3.5867 2.7027  0.10
H: -3.6099 -4.9748 -3.9281  0.06
H: 7.4508 0.5671 4.1095  0.13
H: 6.1093 7.4433 -3.7977  0.10
H: 7.1049 -1.5375 6.5795  0.11
H: -2.3358 -1.1671 -4.6516  0.08
H: 7.0357 -1.5514 2.0141  0.10
H: 5.4165 -1.3421 3.0338  0.05
H: -9.2090 0.2804 -3.2698  0.06
H: -3.1024 3.2271 -8.9419  0.11
H: 5.9640 2.4798 5.4999  0.12
H: -12.1706 0.6880 -2.5604  0.11
H: 2.9962 -5.2263 3.2617  0.10
H: -2.8426 -6.1345 -2.8928  0.11

=====

No. 2
Molecular formula: C36H61FN5O16P
Method: DFT, ωB97M-V/def2-TZVPD

The total charge is 0. The value obtained for the calculated total energy is -3326.454859 hartree. The LUMO energy is -1.2 eV. The value obtained for the gap between HOMO and LUMO is 6.7 eV.

Each line ends with the Löwdin charge.
CARTESIAN COORDINATES (ANGSTROEM)
P: 4.4866 0.8426 -0.0470  0.75
F: -2.5471 3.5330 -8.9067  -0.04
O: 5.9022 3.5190 6.8014  0.11
O: -4.0514 -2.0464 1.3927  -0.12
O: 3.9245 -0.3450 -0.9315  -0.37
O: -2.0583 -6.9249 -3.0914  0.10
O: 3.7188 2.8970 6.4485  -0.01
O: -4.9424 6.2935 1.0464  -0.27
O: -1.0552 -7.2942 5.6531  0.11
O: 5.0270 3.1722 4.7056  -0.02
O: -2.5256 4.8531 -6.8630  0.02
O: 0.0149 -5.3030 5.2423  -0.02
O: 6.1719 1.0377 -0.4548  -0.29
O: 3.7073 2.3863 -0.3336  -0.32
O: 0.1568 4.2541 -5.5644  -0.02
O: -0.5002 -7.5786 -4.6482  -0.01
O: -2.0408 -5.5603 4.5125  -0.02
O: -2.2086 -8.9015 -4.2530  -0.01
N: 1.0020 0.5831 -0.7919  0.12
N: -3.5612 2.2707 -4.9975  0.04
N: -1.1580 2.7066 -6.9133  0.09
N: -3.6674 -4.2598 -0.4250  -0.04
N: -2.1762 -0.3411 -0.3404  0.10
C: 7.3896 1.8644 -2.6303  -0.10
C: -4.4385 2.9557 -0.9171  -0.21
C: 0.4875 -0.2511 0.3516  -0.09
C: -2.7373 -2.7241 1.4260  -0.33
C: -0.5874 3.1145 -5.5601  -0.21
C: -0.9118 2.2388 -4.1889  0.02
C: -1.0521 -0.7315 0.5806  -0.09
C: 4.2231 3.4154 0.6173  -0.26
C: 0.2162 -6.3718 -4.3946  -0.05
C: -2.5156 1.8452 -3.9486  -0.10
C: -3.4185 -9.1863 -3.5536  -0.05
C: 4.9769 3.2259 6.0606  -0.56
C: 1.1591 -5.8108 5.9258  -0.05
C: -2.0710 3.7634 -7.4944  -0.22
C: 4.8437 4.6266 -0.3303  -0.09
C: -5.2570 1.9241 -1.8961  -0.22
C: -1.6979 0.4866 -1.4969  -0.08
C: -3.9341 6.6838 2.0482  -0.14
C: -2.3980 -3.5991 0.0724  -0.22
C: 4.1598 0.3845 1.7802  -0.22
C: -5.1038 4.8038 1.0178  -0.20
C: -1.6324 -7.7206 -3.9138  -0.56
C: -5.3938 4.2738 -0.5352  -0.17
C: -1.0297 -6.1672 5.1837  -0.56
C: 6.1779 0.9903 -1.9516  -0.29
C: 6.3006 3.4971 4.1522  -0.05
C: 0.2202 1.7860 -3.0767  -0.04
C: -2.8472 0.9772 -2.5975  -0.06
C: 1.8076 2.1813 -3.3379  -0.09
C: -1.4907 -1.7026 1.8700  -0.09
C: -0.1436 0.9054 -1.7053  -0.09
C: 3.5174 2.9116 7.8604  -0.05
C: 2.5229 0.5815 2.0190  -0.21
C: -3.2146 -6.3583 4.3729  -0.05
C: -4.4168 0.5663 -2.3123  -0.18
C: 1.6489 -0.7289 1.4564  -0.14
H: 3.3786 3.9071 1.2664  0.13
H: 2.4782 2.6337 8.0565  0.09
H: -0.6097 -2.4312 2.1968  0.12
H: 4.7651 5.6878 0.1558  0.08
H: 1.9319 -5.0373 5.9121  0.09
H: -4.5288 2.0793 -4.6535  0.05
H: 7.1612 1.8981 -3.7993  0.09
H: 2.1165 1.6055 1.6237  0.11
H: 5.1600 1.4883 -2.3245  0.11
H: -3.2345 -9.2574 -2.4767  0.10
H: -3.4797 -5.2418 -0.7285  0.06
H: 1.9577 2.8773 -4.2730  0.07
H: -3.3997 1.5717 -5.7824  0.10
H: -5.0575 5.1700 -1.2395  0.12
H: -2.9050 6.8420 1.4930  0.10
H: 6.2255 3.4221 3.0639  0.07
H: -6.5295 4.0953 -0.7599  0.11
H: 1.5505 -6.6977 5.4170  0.10
H: 4.1677 2.1801 8.3508  0.10
H: -3.7915 -10.1530 -3.9031  0.09
H: 8.4588 1.3876 -2.5276  0.08
H: -4.2343 7.7349 2.5193  0.10
H: -4.0305 -3.6686 -1.2261  0.08
H: 5.9596 4.3507 -0.6346  0.08
H: -4.2505 -1.6947 2.3208  0.11
H: 6.1237 -0.1376 -2.3403  0.14
H: -1.5940 -4.4486 0.3072  0.14
H: -4.5603 -0.2689 -1.4983  0.11
H: 2.4062 -1.4736 0.9139  0.12
H: -4.1030 4.3476 1.4260  0.11
H: -3.8260 5.9364 2.9452  0.09
H: -3.9567 -5.7746 3.8214  0.09
H: -5.7054 2.4903 -2.8401  0.11
H: -2.8059 -3.5158 2.3165  0.14
H: -4.8917 0.1807 -3.3335  0.11
H: -5.9854 4.4339 1.7008  0.13
H: -3.6318 -6.6063 5.3543  0.10
H: -0.3967 -5.4994 -4.6435  0.10
H: 7.0623 2.7890 4.4943  0.10
H: 0.9168 -6.0368 6.9692  0.10
H: -4.1602 2.4768 0.1361  0.12
H: 3.6876 3.9149 8.2642  0.10
H: -1.8346 -0.9866 2.7432  0.13
H: 4.1992 4.6400 -1.3204  0.09
H: 2.4654 1.2120 -3.5491  0.10
H: -6.2046 1.5448 -1.2808  0.12
H: -2.9980 -7.2671 3.8021  0.10
H: 0.5456 -6.3302 -3.3514  0.10
H: 4.6929 1.1367 2.5311  0.08
H: 2.3951 0.6094 3.2057  0.12
H: 7.3253 2.9770 -2.2621  0.07
H: 4.5309 -0.6925 2.0881  0.12
H: -0.4088 2.4137 -7.5838  0.15
H: 2.1526 2.7821 -2.3922  0.07
H: 1.1021 -6.3635 -5.0355  0.09
H: 1.1983 -1.2309 2.4108  0.09
H: -3.4681 3.4289 -1.4174  0.12
H: 5.0406 3.0004 1.3526  0.08
H: 6.5821 4.5238 4.4077  0.10
H: -4.1768 -8.4265 -3.7687  0.10
H: -1.9582 -2.9747 -0.8156  0.11